# 1
Here is 9 unconnected molecules or ions with the total composition C40H63F21O20 in a non-equilibrium geometry from the OMol25 dataset. Energies are from ωB97M-V with the def2-TZVPD basis set.

Geometry as XYZ:
```
144
Properties=species:S:1:pos:R:3:mulliken_charge:R:1
C 0.0452 11.5245 -6.5091 -1.12
C -0.7494 12.5603 -5.8221 -0.19
O -0.8017 12.3014 -4.4088 -0.33
C -1.6170 11.3770 -3.8031 0.40
O -2.4716 10.6967 -4.3779 -0.54
C -1.3214 11.2318 -2.3122 0.88
F -2.1617 11.9483 -1.5918 -0.25
F -1.5948 10.0171 -1.9980 -0.22
F -0.0279 11.6187 -1.9703 -0.24
H 0.9160 11.3614 -5.8742 0.31
H 0.2548 11.8634 -7.5236 0.37
H -0.4396 10.5494 -6.5577 0.29
H -1.7780 12.5598 -6.1827 0.30
H -0.4021 13.5788 -5.9957 0.33
C -10.3070 3.8399 -16.9142 -1.03
C -10.3179 5.2501 -16.2978 -0.19
O -11.6361 5.4923 -15.7914 -0.26
C -12.5975 5.9090 -16.6601 0.30
O -12.4332 6.3896 -17.8246 -0.54
C -13.9928 5.8110 -16.0682 0.91
F -14.5364 4.6279 -16.2866 -0.24
F -13.9810 5.9626 -14.7395 -0.23
F -14.7149 6.8173 -16.6858 -0.24
H -10.4510 3.0345 -16.1940 0.28
H -9.2925 3.6578 -17.2688 0.35
H -10.9936 3.7610 -17.7572 0.32
H -9.9600 5.9725 -17.0315 0.29
H -9.6617 5.3251 -15.4308 0.28
C -4.8980 13.6223 -10.9554 -1.06
C -4.4903 15.0281 -11.4953 -0.20
O -3.5902 14.8255 -12.6467 -0.34
C -2.1662 14.7435 -12.4759 0.43
O -1.7179 14.9160 -11.3723 -0.51
C -1.3364 14.2692 -13.6930 0.78
F -2.2554 13.9212 -14.6831 -0.24
F -0.5776 15.2750 -14.0927 -0.21
F -0.5797 13.1604 -13.3610 -0.22
H -5.8228 13.7730 -10.3985 0.37
H -4.1949 13.0678 -10.3340 0.30
H -5.1070 12.9148 -11.7579 0.30
H -4.1557 15.7563 -10.7564 0.32
H -5.3818 15.4988 -11.9097 0.29
C -6.1038 0.4271 -11.3378 -1.05
C -6.1024 0.0494 -9.8598 -0.27
O -4.9527 -0.8087 -9.5480 -0.31
C -3.6450 -0.2898 -9.4848 0.42
O -3.3920 0.9061 -9.5326 -0.51
C -2.5120 -1.3467 -9.1898 0.80
F -2.1760 -1.3922 -7.8953 -0.24
F -2.8479 -2.6066 -9.5101 -0.23
F -1.4543 -0.9859 -9.9235 -0.23
H -7.0773 0.8827 -11.5190 0.36
H -6.0413 -0.5037 -11.9015 0.32
H -5.3323 1.1547 -11.5896 0.29
H -6.9728 -0.4658 -9.4537 0.36
H -6.1375 0.9461 -9.2411 0.30
C -17.6989 -1.3277 -15.0855 -0.94
C -17.7227 -0.2300 -14.0885 -0.29
O -16.3990 0.1166 -13.6607 -0.27
C -15.8215 -0.3571 -12.5642 0.41
O -16.4352 -1.0654 -11.7711 -0.56
C -14.4102 0.1659 -12.3375 0.86
F -14.0268 0.9188 -13.3529 -0.24
F -14.4183 0.9043 -11.2062 -0.25
F -13.5207 -0.7868 -12.1829 -0.25
H -17.2457 -1.0095 -16.0243 0.28
H -18.7060 -1.7068 -15.2593 0.34
H -17.0652 -2.0912 -14.6345 0.27
H -18.4594 -0.3709 -13.2975 0.35
H -18.0633 0.7139 -14.5141 0.28
C -3.6916 3.1731 -3.8214 -1.05
C -2.2715 2.5626 -3.8220 -0.29
O -1.5513 3.1524 -4.8900 -0.17
C -0.2406 2.9401 -4.9950 0.31
O 0.3745 1.9867 -4.4813 -0.55
C 0.4153 4.0315 -5.8340 0.87
F 0.8538 3.4603 -6.9373 -0.24
F -0.3871 5.0601 -6.1101 -0.21
F 1.5713 4.4250 -5.2054 -0.26
H -4.2983 3.3734 -2.9383 0.36
H -4.3115 2.5778 -4.4918 0.26
H -3.6091 4.2135 -4.1359 0.30
H -2.3455 1.4893 -3.9969 0.30
H -1.6812 2.6580 -2.9107 0.36
C 2.4730 7.6753 -18.2178 -1.26
C 3.5032 8.6642 -17.7843 -0.11
O 4.0782 8.3238 -16.5158 -0.21
C 4.9511 9.1083 -15.8723 0.37
O 5.2941 10.2554 -16.2135 -0.54
C 5.4747 8.4931 -14.5225 0.86
F 6.7090 8.7785 -14.3041 -0.22
F 4.8918 9.2146 -13.5526 -0.27
F 5.0961 7.2349 -14.2419 -0.22
H 1.9020 8.0523 -19.0663 0.38
H 1.6638 7.5403 -17.5002 0.33
H 2.6957 6.6440 -18.4915 0.33
H 2.9895 9.6070 -17.5962 0.27
H 4.2714 8.8480 -18.5354 0.30
C -1.2607 7.1044 -11.6174 -0.70
O -2.2252 8.1885 -11.6798 -0.29
C -3.1637 8.1706 -12.7446 -0.53
C -4.2984 7.1209 -12.6088 -0.64
O -5.2652 7.3420 -11.5457 -0.31
C -4.8208 6.9876 -10.2549 -0.29
C -5.9741 6.8632 -9.2151 -0.66
O -6.8749 5.8450 -9.6030 -0.37
C -7.8588 6.3174 -10.5539 -0.63
H -1.7337 6.1480 -11.8403 0.29
H -0.8176 7.0627 -10.6224 0.23
H -0.4985 7.2303 -12.3864 0.29
H -2.6866 8.1097 -13.7227 0.40
H -3.6882 9.1260 -12.7561 0.27
H -3.8971 6.1194 -12.4540 0.32
H -4.6918 6.9658 -13.6134 0.46
H -4.0547 7.6851 -9.9164 0.37
H -4.3639 5.9980 -10.2423 0.25
H -6.5192 7.8033 -9.1310 0.36
H -5.4648 6.6245 -8.2814 0.38
H -8.6819 5.6051 -10.4964 0.24
H -7.4360 6.4104 -11.5542 0.24
H -8.2879 7.2503 -10.1884 0.29
C -2.9558 3.5615 -16.8740 -0.73
O -4.0549 4.1958 -17.5376 -0.28
C -3.7903 4.6496 -18.8511 -0.76
C -4.4166 6.0104 -19.1641 -0.23
O -3.7838 7.1440 -18.6152 -0.32
C -3.8960 8.3666 -19.3857 -0.71
C -5.3025 9.0371 -19.4623 -0.51
O -6.2870 8.2453 -20.1425 -0.31
C -7.6204 8.7652 -20.1402 -0.69
H -3.3388 3.2137 -15.9146 0.22
H -2.0934 4.2156 -16.7459 0.30
H -2.5725 2.7176 -17.4476 0.33
H -4.1384 3.8981 -19.5598 0.33
H -2.7228 4.7903 -19.0205 0.37
H -5.4689 6.0523 -18.8832 0.24
H -4.2423 6.0962 -20.2366 0.36
H -3.4638 8.3564 -20.3863 0.40
H -3.2830 9.1705 -18.9781 0.39
H -5.2045 9.9843 -19.9927 0.43
H -5.6231 9.1662 -18.4286 0.35
H -8.3372 8.1270 -20.6569 0.24
H -7.5519 9.7374 -20.6283 0.29
H -7.9728 8.7852 -19.1089 0.29
```

Calculated values
ΔE to the lowest compared entry with this formula, charge and spin in kJ/mol: 486.8
Gap between HOMO and LUMO in eV: 9.35
LUMO energy in hartree: 0.00315
SMILES string: CCOC(=O)C(F)(F)F.CCOC(=O)C(F)(F)F.CCOC(=O)C(F)(F)F.CCOC(=O)C(F)(F)F.CCOC(=O)C(F)(F)F.CCOC(=O)C(F)(F)F.CCOC(=O)C(F)(F)F.COCCOCCOC.COCCOCCOC

# 2
Here is a molecular structure, C13H23CaFNSe2Si in a non-equilibrium geometry from the OMol25 dataset. Energies are from ωB97M-V with the def2-TZVPD basis set.

Geometry as XYZ:
```
42
Properties=species:S:1:pos:R:3:mulliken_charge:R:1
Ca 0.6648 -0.0923 0.0734 1.18
C 3.8357 -0.6956 1.6164 -0.57
Si 3.4898 -1.6281 0.0223 -0.20
C 4.6881 -3.0294 -0.1082 -1.11
C 3.7754 -0.3944 -1.3680 -0.87
N 1.7849 -1.8924 0.0107 -0.23
C 0.9984 -3.0366 0.0249 0.64
C 1.4477 -4.3690 0.0355 -0.17
C 0.5743 -5.4463 0.0476 -0.96
C -0.8032 -5.2639 0.0500 -0.38
C -1.3010 -3.9702 0.0390 -0.99
C -0.3981 -2.9443 0.0305 0.81
F -0.9413 -1.6186 0.0089 -0.47
H 4.8838 -0.3991 1.7192 0.37
H 3.5739 -1.3290 2.4692 0.27
H 3.2383 0.2242 1.6998 0.00
H 5.7008 -2.6176 -0.1162 0.37
H 4.5545 -3.6129 -1.0224 0.34
H 4.6086 -3.7047 0.7474 0.33
H 4.7879 0.0182 -1.3787 0.32
H 3.0997 0.4747 -1.3048 0.22
H 3.5884 -0.8707 -2.3340 0.31
H 2.5162 -4.5450 0.0302 0.20
H 0.9797 -6.4499 0.0545 0.41
H -1.4789 -6.1069 0.0578 0.40
H -2.3628 -3.7606 0.0378 0.41
C 0.6647 0.7947 4.3111 -1.03
Se -0.2797 0.0287 2.8022 0.12
C -1.4908 1.5170 2.4193 -0.82
C -0.8381 2.8115 1.9661 -0.54
Se 0.0003 2.7716 0.1881 -0.03
C 1.8208 3.2506 0.7125 -0.92
H -0.0566 0.9656 5.1041 0.36
H 1.1742 1.7135 4.0378 0.30
H 1.3945 0.0550 4.6285 0.35
H -2.0549 1.6958 3.3344 0.43
H -2.2005 1.1398 1.6831 0.40
H -0.0620 3.1400 2.6534 0.30
H -1.5887 3.5975 1.9151 0.43
H 1.8239 4.2734 1.0737 0.38
H 2.4417 3.1855 -0.1776 0.39
H 2.1960 2.5782 1.4801 0.26
```

Calculated values
Net charge: +1
ΔE to the lowest compared entry with this formula, charge and spin in kJ/mol: 13.0
Gap between HOMO and LUMO in eV: 7.30
LUMO energy in hartree: -0.10733

# 3
Here is a molecular structure, C15H22N2O5S in a non-equilibrium geometry from the OMol25 dataset. Energies are from ωB97M-V with the def2-TZVPD basis set.

Geometry as XYZ:
```
45
Properties=species:S:1:pos:R:3:mulliken_charge:R:1
C 3.3624 4.3146 -0.0511 -0.74
H 4.4821 4.6692 -0.0238 0.24
H 2.7956 4.9247 0.5196 0.37
H 3.0184 4.4316 -1.1860 0.29
O 3.3762 2.7477 0.0201 -0.31
C 2.1394 2.1857 0.1574 0.33
O 1.0529 2.6550 -0.0177 -0.56
C 2.3390 0.8141 0.3043 0.03
N 1.0078 0.2060 0.4168 -0.11
C 0.7121 -0.5290 1.6273 0.12
O 1.4006 -0.6544 2.5058 -0.47
N -0.7634 -0.7007 1.6232 -0.12
C -1.7250 -0.5380 0.8446 0.41
C -1.8453 1.0357 0.5427 -0.84
C -2.9877 1.3095 -0.3656 -0.79
C -4.0595 0.3952 -0.3977 0.41
C -3.8497 -1.0597 0.0133 0.80
C -2.8082 -1.3228 0.7698 -1.24
H -2.5676 -2.1678 1.0016 0.71
O -4.9559 -1.6694 -0.2282 -0.37
C -4.9332 -3.0524 0.0119 -0.96
H -4.9773 -3.0103 1.3516 0.24
H -5.8124 -3.3912 -0.2012 0.37
H -4.0919 -3.5381 -0.1378 0.37
O -5.1162 0.8757 -1.4819 -0.27
C -5.1991 2.0340 -1.7404 -0.87
H -4.4715 2.1041 -2.4263 0.44
H -5.2916 2.9066 -0.9503 0.27
H -6.3122 1.9676 -2.1507 0.21
H -3.0036 2.3067 -0.5085 0.48
H -1.1099 1.8024 0.6890 0.69
H -0.8924 -1.5075 2.3131 0.28
H 0.3918 0.5605 -0.1101 0.41
H 2.8185 0.5570 1.3851 0.31
C 3.2085 0.0529 -0.6356 -1.14
C 3.5573 -1.1229 -0.2224 -0.17
H 2.6121 -1.8822 -0.3556 0.12
H 4.0456 -1.3618 0.9571 0.28
S 4.5344 -2.0810 -1.5178 -0.04
C 4.5774 -3.6316 -0.6657 -0.74
H 5.3825 -4.4480 -1.2579 0.25
H 5.0335 -3.5881 0.4480 0.23
H 3.6058 -4.2388 -0.6248 0.28
H 2.6855 0.0129 -1.5796 0.29
H 4.0772 0.7263 -0.7943 0.51
```

Calculated values
ΔE to the lowest compared entry with this formula, charge and spin in kJ/mol: 1502.0
Gap between HOMO and LUMO in eV: 7.67
LUMO energy in hartree: 0.01843

| no. | E (eV) |
| --- | --- |
| 1 | -140512.389 |
| 2 | -175067.626 |
| 3 | -39950.291 |